(1)
The following is a DFT calculation (ωB97M-V/def2-TZVPD) of C2HNO2S as an isolated structure at a distorted geometry.

## Properties
LUMO level (spin up / spin down) = -0.0534 / -0.0528 Eh
energy relative to the best compared isomer or geometry (same formula, charge and spin) = 141.3 kcal/mol
total energy = -680.03483 Eh
Kohn-Sham gap (spin up / spin down) = 6.678 / 6.691 eV

```
! wB97M-V def2-TZVPD RIJCOSX def2/J DEFGRID3
* xyz 0 1
C 1.69 -0.10 -0.34
C 0.74 0.78 0.03
N 2.67 -0.65 -0.62
O -0.26 1.21 0.43
O -0.80 -1.34 -0.09
S -1.63 -0.48 0.74
H -2.42 0.58 -0.15
*
```

=====

(2)
The following is a DFT calculation (ωB97M-V/def2-TZVPD) of one molecule with the formula C2HNO2S at a distorted geometry.

## Properties
LUMO level (spin up / spin down) = -0.1106 / -0.1134 Eh
energy relative to the best compared isomer or geometry (same formula, charge and spin) = 153.5 kcal/mol
total energy = -680.01541 Eh
Kohn-Sham gap (spin up / spin down) = 7.647 / 7.536 eV

```
! wB97M-V def2-TZVPD RIJCOSX def2/J DEFGRID3
* xyz 0 1
C 1.18 0.08 -0.07
C 0.47 -0.19 -1.24
N 0.38 -0.12 0.98
O -1.79 -1.24 0.10
O -1.52 1.25 0.02
S -0.99 -0.07 -0.05
H 2.27 0.29 0.26
*
```

=====

(3)
The following is a DFT calculation (ωB97M-V/def2-TZVPD) of a 2-piece molecular cluster, C2HNO3S overall at a distorted geometry.

## Properties
LUMO level = -0.0051 Eh
SMILES string = O=C1NS1.O=C=O
energy relative to the best compared isomer or geometry (same formula, charge and spin) = 27.8 kcal/mol
total energy = -755.44388 Eh
Kohn-Sham gap = 9.405 eV

```
! wB97M-V def2-TZVPD RIJCOSX def2/J DEFGRID3
* xyz 0 1
C 1.03 1.40 1.04
C -0.85 -0.63 -1.14
N -0.28 -0.59 0.10
O 0.07 2.00 1.19
O -0.85 -0.21 -2.24
O 1.90 0.61 0.91
S -1.77 -1.56 0.02
H 0.74 -1.02 0.13
*
```

=====

(4)
The following is a DFT calculation (ωB97M-V/def2-TZVPD) of one molecule with the formula C2HNOS at a distorted geometry.

## Properties
LUMO level (spin up / spin down) = 0.0226 / -0.1380 Eh
energy relative to the best compared isomer or geometry (same formula, charge and spin) = 21.5 kcal/mol
total energy = -604.81522 Eh
Kohn-Sham gap (spin up / spin down) = 8.649 / 7.256 eV

```
! wB97M-V def2-TZVPD RIJCOSX def2/J DEFGRID3
* xyz 0 3
C 1.29 0.48 -0.05
C -0.85 -0.25 0.09
N 2.33 0.15 -0.36
O 0.13 0.93 0.28
S -2.40 0.05 -0.16
H -0.49 -1.36 0.20
*
```

=====

(5)
The following is a DFT calculation (ωB97M-V/def2-TZVPD) of one molecule with the formula C2HNS3 at a distorted geometry.

## Properties
LUMO level (spin up / spin down) = -0.0624 / -0.0624 Eh
SMILES string = N#CC(=S)SS
energy relative to the best compared isomer or geometry (same formula, charge and spin) = 1.9 kcal/mol
total energy = -1326.07629 Eh
Kohn-Sham gap (spin up / spin down) = 7.978 / 7.979 eV

```
! wB97M-V def2-TZVPD RIJCOSX def2/J DEFGRID3
* xyz 0 1
C -0.91 1.29 -0.22
C -0.92 -0.08 0.22
N -0.96 2.43 -0.41
S -2.44 -0.53 0.62
S 0.27 -1.37 0.06
S 2.13 -0.78 -0.69
H 2.85 -0.96 0.41
*
```

=====

(6)
The following is a DFT calculation (ωB97M-V/def2-TZVPD) of an isolated ion of composition C2HO2S2 and charge -1 at a distorted geometry.

## Properties
LUMO level = 0.1178 Eh
SMILES string = O=C([S-])C(=O)S
energy relative to the best compared isomer or geometry (same formula, charge and spin) = 0.7 kcal/mol
total energy = -1023.72422 Eh
Kohn-Sham gap = 7.043 eV

```
! wB97M-V def2-TZVPD RIJCOSX def2/J DEFGRID3
* xyz -1 1
C 1.52 0.48 0.06
C 3.02 0.43 -0.30
O 3.58 1.26 -0.97
O 1.20 0.97 1.12
S 3.57 -0.92 0.50
S 0.21 -0.51 -0.79
H -0.74 0.16 0.03
*
```

=====

(7)
The following is a DFT calculation (ωB97M-V/def2-TZVPD) of an isolated ion of composition C2HO2S2 and charge -1 at a distorted geometry.

## Properties
LUMO level = 0.1212 Eh
SMILES string = O=C([S-])C(=O)S
energy relative to the best compared isomer or geometry (same formula, charge and spin) = 7.7 kcal/mol
total energy = -1023.71295 Eh
Kohn-Sham gap = 7.555 eV

```
! wB97M-V def2-TZVPD RIJCOSX def2/J DEFGRID3
* xyz -1 1
C 1.28 1.27 -0.34
C 1.13 1.91 1.03
O 2.00 1.69 1.86
O 2.12 1.53 -1.14
S -0.07 3.14 0.94
S 0.21 -0.30 -1.23
H -0.87 0.05 -0.63
*
```

=====

(8)
The following is a DFT calculation (ωB97M-V/def2-TZVPD) of C2HO2Y as an isolated structure at a distorted geometry.

## Properties
LUMO level (spin up / spin down) = -0.1996 / -0.2198 Eh
energy relative to the best compared isomer or geometry (same formula, charge and spin) = 0.0 kcal/mol
total energy = -265.21259 Eh
Kohn-Sham gap (spin up / spin down) = 6.619 / 7.099 eV

```
! wB97M-V def2-TZVPD RIJCOSX def2/J DEFGRID3
* xyz 1 2
O -2.65 0.29 0.37
C -1.85 -0.06 -0.48
C -0.39 -0.02 -0.32
O 0.32 -1.04 -0.46
H -2.09 -0.04 -1.58
Y 2.02 0.43 0.27
*
```

=====

(9)
The following is a DFT calculation (ωB97M-V/def2-TZVPD) of C2HO3Rh as an isolated structure at a distorted geometry.

## Properties
LUMO level (spin up / spin down) = -0.4443 / -0.5392 Eh
energy relative to the best compared isomer or geometry (same formula, charge and spin) = 17.5 kcal/mol
total energy = -412.03721 Eh
Kohn-Sham gap (spin up / spin down) = 7.952 / 8.555 eV

```
! wB97M-V def2-TZVPD RIJCOSX def2/J DEFGRID3
* xyz 2 5
H -1.25 2.59 -1.20
O 0.33 1.70 -2.08
O 0.48 -2.06 1.98
O -0.07 -0.19 0.76
C -0.60 1.68 -1.22
C 0.05 -1.02 1.75
Rh 0.41 -0.07 -1.13
*
```

=====

(10)
The following is a DFT calculation (ωB97M-V/def2-TZVPD) of C2HO3Tl as an isolated structure at a distorted geometry.

## Properties
LUMO level (spin up / spin down) = -0.5184 / -0.5025 Eh
energy relative to the best compared isomer or geometry (same formula, charge and spin) = 85.3 kcal/mol
total energy = -473.83379 Eh
Kohn-Sham gap (spin up / spin down) = 7.347 / 7.923 eV

```
! wB97M-V def2-TZVPD RIJCOSX def2/J DEFGRID3
* xyz 2 1
O -1.88 -0.46 0.03
H -1.91 -1.02 0.82
O 0.52 -0.36 0.35
O 1.37 -0.05 -0.78
C -0.75 0.22 -0.02
C -0.32 1.36 -0.51
Tl 2.96 0.31 0.11
*
```

=====

(11)
The following is a DFT calculation (ωB97M-V/def2-TZVPD) of an isolated ion of composition C2HO4S and charge -1 at a distorted geometry.

## Properties
LUMO level = 0.1372 Eh
SMILES string = O=CC(=O)OS[O-]
energy relative to the best compared isomer or geometry (same formula, charge and spin) = 38.7 kcal/mol
total energy = -775.96328 Eh
Kohn-Sham gap = 6.815 eV

```
! wB97M-V def2-TZVPD RIJCOSX def2/J DEFGRID3
* xyz -1 1
C -0.02 0.95 0.15
C 0.77 -0.35 -0.37
O 0.39 2.09 0.34
O -1.32 0.78 0.29
O 0.89 -0.50 -1.58
O -0.49 -1.56 0.50
S -1.82 -0.85 0.22
H 1.61 -0.58 0.44
*
```

=====

(12)
The following is a DFT calculation (ωB97M-V/def2-TZVPD) of an isolated ion of composition C2HO4S and charge -1 at a distorted geometry.

## Properties
LUMO level = 0.1478 Eh
energy relative to the best compared isomer or geometry (same formula, charge and spin) = 41.5 kcal/mol
total energy = -775.95894 Eh
Kohn-Sham gap = 8.252 eV

```
! wB97M-V def2-TZVPD RIJCOSX def2/J DEFGRID3
* xyz -1 1
C -0.44 -0.77 0.69
C 0.62 -0.87 -0.53
O -1.81 1.46 -0.39
O 1.58 -1.60 -0.77
O 0.36 1.81 0.54
O 0.14 0.15 -1.29
S -0.57 0.84 0.02
H 0.12 -1.01 1.72
*
```

=====

(13)
The following is a DFT calculation (ωB97M-V/def2-TZVPD) of C2HO4S as an isolated structure at a distorted geometry.

## Properties
LUMO level = 0.1205 Eh
energy relative to the best compared isomer or geometry (same formula, charge and spin) = 67.5 kcal/mol
total energy = -775.91741 Eh
Kohn-Sham gap = 7.305 eV

```
! wB97M-V def2-TZVPD RIJCOSX def2/J DEFGRID3
* xyz -1 1
C 0.03 -0.26 1.80
C 0.23 -0.50 0.25
O -0.95 0.49 1.89
O 0.72 -0.83 2.62
O -0.17 -1.76 -0.17
O 1.91 -0.67 -0.50
S 1.18 -2.00 -1.15
H -0.15 0.30 -0.38
*
```

=====

(14)
The following is a DFT calculation (ωB97M-V/def2-TZVPD) of one molecule with the formula C2I2S2 at a distorted geometry.

## Properties
LUMO level = -0.0726 Eh
SMILES string = S=C(I)C(=S)I
energy relative to the best compared isomer or geometry (same formula, charge and spin) = 1.9 kcal/mol
total energy = -1467.91373 Eh
Kohn-Sham gap = 7.384 eV

```
! wB97M-V def2-TZVPD RIJCOSX def2/J DEFGRID3
* xyz 0 1
C -0.06 -0.66 0.36
C 0.24 0.33 -0.62
S -0.51 -0.28 1.89
S -0.68 1.58 -1.05
I -0.02 -2.62 -0.42
I 2.35 0.21 -1.18
*
```

=====

(15)
The following is a DFT calculation (ωB97M-V/def2-TZVPD) of a 3-piece molecular cluster, C2IO2S overall at a distorted geometry.

## Properties
LUMO level = 0.0489 Eh
energy relative to the best compared isomer or geometry (same formula, charge and spin) = 1.3 kcal/mol
total energy = -922.61254 Eh
Kohn-Sham gap = 4.487 eV

```
! wB97M-V def2-TZVPD RIJCOSX def2/J DEFGRID3
* xyz -1 1
C -1.22 -1.31 1.28
C 1.07 -0.37 -0.95
O -1.85 -2.29 1.08
O -0.50 -0.43 1.42
S 2.42 -0.34 -1.75
I -5.58 2.68 2.69
*
```

=====

(16)
The following is a DFT calculation (ωB97M-V/def2-TZVPD) of C2LiMnO4 as an isolated structure at a distorted geometry.

## Properties
LUMO level (spin up / spin down) = 0.0716 / 0.0785 Eh
total energy = -1535.67315 Eh
Kohn-Sham gap (spin up / spin down) = 4.825 / 4.439 eV

```
! wB97M-V def2-TZVPD RIJCOSX def2/J DEFGRID3
* xyz -1 6
O -1.18 1.19 -0.11
Mn 1.68 -0.13 1.01
O -0.35 0.85 1.95
O 0.91 1.65 0.43
C -0.31 1.47 0.83
C -1.25 -1.05 -1.26
O -0.53 -1.62 -1.97
Li 1.03 -2.37 -0.88
*
```

=====

(17)
The following is a DFT calculation (ωB97M-V/def2-TZVPD) of one molecule with the formula C2N2 at a distorted geometry.

## Properties
LUMO level = -0.0363 Eh
SMILES string = N#CC#N
energy relative to the best compared isomer or geometry (same formula, charge and spin) = 19.1 kcal/mol
total energy = -185.64790 Eh
Kohn-Sham gap = 11.729 eV

```
! wB97M-V def2-TZVPD RIJCOSX def2/J DEFGRID3
* xyz 0 1
C 0.73 0.01 0.07
C -0.70 0.27 -0.02
N 1.84 -0.08 -0.04
N -1.86 -0.16 -0.01
*
```

=====

(18)
The following is a DFT calculation (ωB97M-V/def2-TZVPD) of one molecule with the formula C2N2S3 at a distorted geometry.

## Properties
LUMO level (spin up / spin down) = -0.0144 / -0.1494 Eh
energy relative to the best compared isomer or geometry (same formula, charge and spin) = 56.3 kcal/mol
total energy = -1380.07855 Eh
Kohn-Sham gap (spin up / spin down) = 6.755 / 5.895 eV

```
! wB97M-V def2-TZVPD RIJCOSX def2/J DEFGRID3
* xyz 0 3
C 0.06 1.58 0.34
C -0.44 -1.48 0.59
N -0.74 0.66 0.43
N -0.54 -2.12 1.54
S 1.36 2.22 -0.22
S -0.67 -0.51 -0.85
S 0.97 -0.35 -1.83
*
```

=====

(19)
The following is a DFT calculation (ωB97M-V/def2-TZVPD) of a 2-piece molecular cluster, C2N5O2 overall at a distorted geometry.

## Properties
LUMO level = 0.0792 Eh
energy relative to the best compared isomer or geometry (same formula, charge and spin) = 0.0 kcal/mol
total energy = -500.33606 Eh
Kohn-Sham gap = 7.032 eV

```
! wB97M-V def2-TZVPD RIJCOSX def2/J DEFGRID3
* xyz -1 1
C -2.22 0.04 -0.01
C 1.34 -1.60 -0.05
N -3.26 -0.37 -0.32
N 1.03 -2.72 0.03
N -0.27 1.29 0.14
N -1.08 0.37 0.46
N 0.90 1.32 -0.03
O 1.80 -0.48 -0.15
O 1.76 2.16 -0.08
*
```

=====

(20)
The following is a DFT calculation (ωB97M-V/def2-TZVPD) of an isolated ion of composition C2N7O6 and charge -1 at a distorted geometry.

## Properties
LUMO level = 0.0922 Eh
energy relative to the best compared isomer or geometry (same formula, charge and spin) = 7.7 kcal/mol
total energy = -910.66004 Eh
Kohn-Sham gap = 8.586 eV

```
! wB97M-V def2-TZVPD RIJCOSX def2/J DEFGRID3
* xyz -1 1
C -0.32 -0.04 -0.86
C 0.11 0.08 0.53
N -0.48 -0.84 -2.73
N 0.00 -1.11 -1.58
N -0.96 0.86 -1.53
N -1.04 0.36 -2.70
N 0.20 1.53 0.86
N 1.48 -0.48 0.45
N -0.86 -0.83 1.39
O -0.39 1.84 1.89
O 1.62 -1.71 0.55
O -2.01 -0.51 1.31
O 0.73 2.27 0.13
O 2.33 0.30 0.23
O -0.42 -1.73 2.06
*
```